Below is a single C14H14N2 molecule in a non-equilibrium geometry, with properties calculated with the ωB97M-V functional and the def2-TZVPD basis.

```
! RIJCOSX wB97M-V def2-TZVPD def2/J DEFGRID3
* xyz 0 1
N -2.99356 -0.59626 -2.07603
N 3.50989 0.02539 0.19795
C -1.84415 -0.66327 -1.82366
C 2.66357 0.21830 0.99890
C -0.03965 -4.11341 0.22876
C 0.06531 -3.74660 1.55624
C -0.20613 -3.12907 -0.76901
C 0.13454 -2.42986 1.93473
C -0.15382 -1.79063 -0.39564
C 0.03209 -1.40774 0.96070
C 1.63373 1.73922 2.66406
C -0.38955 -0.75143 -1.52535
C 0.09576 0.63214 -1.16178
C -0.30368 1.05124 0.28957
C 1.56412 0.36495 1.98522
C 0.14442 0.05703 1.37986
H 0.01357 -5.19898 -0.01334
H 0.07802 -4.53013 2.31280
H -0.34826 -3.44959 -1.82576
H 0.24400 -2.21985 2.98971
H 0.77253 1.82759 3.28934
H 1.61632 2.54972 1.91162
H 2.49369 1.81092 3.32964
H 0.08702 -1.08518 -2.47411
H 1.16308 0.67850 -1.29766
H -0.28986 1.38864 -1.85130
H -1.37496 1.17064 0.33985
H 0.07106 2.05775 0.50352
H 1.70547 -0.35251 2.81787
H -0.60167 0.19024 2.16160
*
```

## Properties
Orbital gap (eV): 10.1
HOMO energy (eV): -9.508
DFT total energy (Ha): -651.38017
Energy above the lowest of the compared OMol25 structures with the same formula, charge and spin (kJ/mol): 87.5

Formally, the Mulliken partial charges of the atoms, in units of the elementary charge, are as follows:
1. N -0.569
2. N -0.549
3. C 0.130
4. C 0.050
5. C -0.517
6. C -0.683
7. C -0.779
8. C -0.753
9. C 0.518
10. C 0.114
11. C -1.619
12. C 0.399
13. C -1.199
14. C -1.118
15. C 0.695
16. C -0.039
17. H 0.326
18. H 0.371
19. H 0.378
20. H 0.414
21. H 0.396
22. H 0.337
23. H 0.429
24. H 0.506
25. H 0.402
26. H 0.467
27. H 0.486
28. H 0.321
29. H 0.430
30. H 0.657

---

Below is 2 unconnected molecules or ions with the total composition C16H27FIN4O8 in a non-equilibrium geometry, with properties calculated with the ωB97M-V functional and the def2-TZVPD basis.

```
! RIJCOSX wB97M-V def2-TZVPD def2/J DEFGRID3
* xyz -1 1
N 3.05173 4.12164 5.10405
C 2.59749 4.33885 3.89285
O 2.21653 4.09185 2.46484
C 0.73866 4.24028 2.32450
N 0.50629 5.45070 1.44737
C 0.06532 2.83804 1.69859
F -1.17801 3.33750 0.99776
O -0.28505 2.03822 2.87879
N -1.63508 2.08210 2.94980
O -1.99536 1.01304 3.44355
O 1.07736 2.29347 0.80931
C 1.02203 0.85532 0.59254
I -0.96231 0.02645 0.12340
C 1.85521 -0.04171 1.73441
C 2.95521 0.94471 2.44703
C 4.22736 0.12300 3.15141
C 5.59616 1.00155 2.81869
O 6.71726 0.72444 3.73674
C 7.62746 1.89949 3.52817
O 8.16603 2.56515 4.57684
C 1.91116 0.59769 -0.80637
O 2.08466 -0.66495 -1.28728
O 2.49960 1.69596 -1.59412
H 0.31065 4.35773 3.42771
H 0.98558 5.22378 0.53082
H 1.13104 6.20216 1.86572
H 2.29051 -1.03515 1.29225
H 1.02900 -0.33501 2.53895
H 2.46753 1.58878 3.31603
H 3.45957 1.71549 1.70406
H 4.03531 0.02814 4.31186
H 4.24328 -0.94666 2.65580
H 5.86915 0.85477 1.67511
H 5.31077 2.15115 2.96410
H 7.90585 2.25682 2.42476
C -6.06384 -1.93167 -4.30168
C -4.56149 -1.95005 -4.03388
N -4.18666 -2.62969 -2.79041
C -2.78776 -2.40655 -2.40896
C -1.70656 -2.95810 -3.33339
C -4.66084 -4.00682 -2.63527
C -4.24501 -5.02234 -3.69548
H -6.61125 -1.48475 -3.46585
H -6.27282 -1.33595 -5.19681
H -6.45953 -2.93589 -4.48234
H -4.23832 -0.90342 -3.97390
H -4.05430 -2.38484 -4.90141
H -2.62024 -2.79913 -1.39812
H -2.63169 -1.32385 -2.31524
H -1.60388 -4.03910 -3.23092
H -0.73644 -2.52105 -3.06737
H -1.89282 -2.72064 -4.38389
H -5.75587 -3.99017 -2.59249
H -4.36348 -4.38717 -1.64875
H -4.32746 -4.62870 -4.71123
H -4.89467 -5.90370 -3.63465
H -3.22301 -5.37123 -3.53800
*
```

## Properties
Orbital gap (eV): 6.5
HOMO energy (eV): -4.874
DFT total energy (Ha): -1843.94819
Energy above the lowest of the compared OMol25 structures with the same formula, charge and spin (kJ/mol): 514.4

Formally, the Mulliken partial charges of the atoms, in units of the elementary charge, are as follows:
1. N -0.483
2. C 0.407
3. O -0.157
4. C -0.252
5. N -0.732
6. C 0.727
7. F -0.322
8. O 0.003
9. N 0.054
10. O -0.338
11. O -0.246
12. C 0.052
13. I 0.066
14. C -0.694
15. C -0.093
16. C -0.450
17. C -0.469
18. O -0.302
19. C 0.258
20. O -0.492
21. C 0.331
22. O -0.692
23. O -0.728
24. H 0.446
25. H 0.348
26. H 0.326
27. H 0.491
28. H 0.183
29. H 0.042
30. H 0.299
31. H 0.298
32. H 0.286
33. H 0.280
34. H 0.275
35. H 0.308
36. C -1.408
37. C -0.309
38. N 0.127
39. C -0.463
40. C -1.064
41. C -0.691
42. C -0.972
43. H 0.318
44. H 0.428
45. H 0.292
46. H 0.418
47. H 0.250
48. H 0.323
49. H 0.228
50. H 0.213
51. H 0.425
52. H 0.258
53. H 0.369
54. H 0.336
55. H 0.240
56. H 0.370
57. H 0.281

---

Below is a molecular structure, C7H4N2O4Ru in a non-equilibrium geometry, with properties calculated with the ωB97M-V functional and the def2-TZVPD basis.

```
! RIJCOSX wB97M-V def2-TZVPD def2/J DEFGRID3
* xyz 3 6
O -0.16386 -3.09910 -0.12684
C -0.22626 -1.93983 -0.14814
Ru -0.14369 -0.00101 -0.18019
O -2.09256 -0.00202 -2.52878
C -1.30947 0.01192 -1.67982
C 1.68614 0.00957 -0.53173
O 2.84775 0.01242 -0.59607
C -0.20565 1.93579 -0.05317
O -0.12525 3.08923 -0.00355
N 0.50833 0.64319 4.14159
C 0.85779 -0.70758 4.13820
C 0.72432 -1.11480 2.82597
N 0.29367 -0.03076 2.06024
C 0.18022 1.00319 2.87620
H 0.50465 1.25907 4.94043
H 1.15972 -1.25190 5.02473
H 0.91368 -2.09990 2.40933
H -0.12045 2.02923 2.64360
*
```

## Properties
Orbital gap (alpha / beta) (eV): 7.8 / 7.5
HOMO energy (alpha / beta) (eV): -19.925 / -24.770
DFT total energy (Ha): -773.04956

Formally, the Mulliken partial charges of the atoms, in units of the elementary charge, are as follows:
1. O -0.053
2. C 0.321
3. Ru 0.515
4. O 0.016
5. C 0.370
6. C 0.392
7. O -0.040
8. C 0.297
9. O -0.043
10. N 0.038
11. C -0.281
12. C -0.078
13. N 0.169
14. C -0.167
15. H 0.264
16. H 0.418
17. H 0.461
18. H 0.402

---

Below is a molecular structure, C14H11AuNO7S in a non-equilibrium geometry, with properties calculated with the ωB97M-V functional and the def2-TZVPD basis.

```
! RIJCOSX wB97M-V def2-TZVPD def2/J DEFGRID3
* xyz -1 1
Au 1.01686 -0.38153 -2.27933
O 1.41787 1.05684 -0.89643
C 0.98447 0.95491 0.36121
O 0.23580 0.16275 0.88817
C 1.49970 2.08090 1.25806
C 1.27060 1.91542 2.64050
C 1.83843 2.80796 3.58597
C 2.64773 3.76763 3.01930
O 3.63721 4.47342 3.62665
C 4.28929 5.25454 2.61005
O 3.65351 4.96582 1.43909
C 2.69884 4.00021 1.65624
C 2.19219 3.12912 0.69614
H 0.59523 1.16847 3.03705
H 1.54395 2.69299 4.59971
H 5.43077 4.88079 2.64331
H 4.13468 6.27021 2.83595
H 2.37012 3.29590 -0.35777
N 0.02108 -1.83189 -3.32301
C -1.04179 -2.33602 -2.50731
C -1.28121 -2.25934 -1.08928
C -2.38239 -2.76169 -0.49996
C -3.23298 -3.53068 -1.27868
C -3.00655 -3.77523 -2.61733
C -1.99096 -3.05873 -3.30785
S -4.71622 -4.22416 -0.44986
O -4.40623 -4.55763 0.93543
O -5.09777 -5.20956 -1.49183
O -5.85441 -3.26199 -0.48904
H 0.63366 -2.56490 -3.64442
H -0.37627 -1.30175 -4.12227
H -0.74375 -1.48440 -0.51108
H -2.60119 -2.61481 0.55714
H -3.66652 -4.51574 -3.09750
H -1.71374 -3.20778 -4.42701
*
```

## Properties
Orbital gap (eV): 7.1
HOMO energy (eV): -4.971
DFT total energy (Ha): -1655.42452

Formally, the Mulliken partial charges of the atoms, in units of the elementary charge, are as follows:
1. Au 0.304
2. O -0.789
3. C 0.743
4. O -0.655
5. C 0.329
6. C -0.555
7. C -0.836
8. C 0.691
9. O -0.457
10. C -0.150
11. O -0.432
12. C 0.652
13. C -0.995
14. H 0.393
15. H 0.450
16. H 0.188
17. H 0.267
18. H 0.457
19. N -0.647
20. C 0.773
21. C 0.013
22. C -0.885
23. C 0.062
24. C -0.555
25. C -0.477
26. S 1.241
27. O -0.660
28. O -0.726
29. O -0.709
30. H 0.386
31. H 0.439
32. H 0.073
33. H 0.433
34. H 0.433
35. H 0.201